# 1
Here is a cluster of 5 separate species, C15H38BN5O4 in total from the Open Molecules 2025 dataset. Energies are from wB97M-V/def2-TZVPD.

```
! wB97M-V def2-TZVPD RIJCOSX def2/J DEFGRID3
* xyz 0 1
B -4.415 -0.750 -0.462
N -4.378 0.697 -0.605
C -5.488 1.348 0.151
C -6.839 1.264 -0.572
C -7.809 0.292 0.119
H -5.073 -1.412 -1.213
H -3.784 -1.234 0.431
H -4.475 0.958 -1.583
H -5.575 0.843 1.110
H -5.195 2.378 0.328
H -7.311 2.241 -0.626
H -6.682 0.917 -1.588
H -8.296 0.803 0.945
H -8.568 -0.039 -0.582
H -7.268 -0.561 0.521
C -0.686 1.572 -4.202
C -1.796 0.854 -3.469
O -2.955 0.880 -3.866
N -1.467 0.182 -2.345
C -0.172 0.042 -1.696
H -1.111 2.061 -5.073
H -0.227 2.326 -3.561
H 0.078 0.866 -4.530
H -2.259 -0.267 -1.918
H 0.104 -1.005 -1.626
H -0.227 0.443 -0.684
H 0.596 0.577 -2.246
C 3.011 -2.914 -0.787
C 2.290 -2.331 0.401
O 1.158 -1.856 0.321
N 2.935 -2.326 1.587
C 4.268 -2.807 1.895
H 2.367 -2.835 -1.659
H 3.936 -2.362 -0.962
H 3.244 -3.966 -0.619
H 2.388 -1.915 2.331
H 4.214 -3.587 2.655
H 4.877 -1.989 2.282
H 4.749 -3.205 1.009
C 0.641 1.052 2.905
C 0.505 -0.270 3.619
O 1.474 -0.854 4.090
N -0.735 -0.804 3.709
C -1.983 -0.271 3.194
H 1.688 1.339 2.913
H 0.307 0.961 1.871
H 0.059 1.825 3.407
H -0.757 -1.689 4.190
H -2.691 -0.119 4.011
H -2.421 -0.969 2.479
H -1.820 0.676 2.693
C 6.587 0.862 0.411
C 5.747 0.153 -0.623
O 5.709 -1.066 -0.700
N 5.018 0.920 -1.473
C 4.931 2.368 -1.529
H 7.100 0.115 1.007
H 7.329 1.502 -0.068
H 5.961 1.468 1.067
H 4.480 0.385 -2.137
H 3.899 2.687 -1.372
H 5.260 2.726 -2.506
H 5.553 2.819 -0.765
*
```

Summary:
Kohn-Sham gap	9.288	eV
SMILES	CNC(C)=O.CNC(C)=O.CNC(C)=O.CNC(C)=O.BNCCC

Atomic partial charges in e from the natural (NBO) method, atoms 1 to 5: number 1, B, carries 0.56; number 2, N, carries -0.91; number 3, C, carries -0.21; number 4, C, carries -0.42; number 5, C, carries -0.60

=====

# 2
Here is a structure of composition C15H39AlN3O11P2 from the Open Molecules 2025 dataset. Energies are from wB97M-V/def2-TZVPD.

```
! wB97M-V def2-TZVPD RIJCOSX def2/J DEFGRID3
* xyz 3 1
Al 4.527 -7.479 -39.954
C 1.043 -5.543 -38.728
O 1.978 -6.331 -39.047
N 0.345 -5.482 -37.603
C -0.935 -4.757 -37.558
C 0.803 -6.221 -36.479
H 0.665 -4.787 -39.434
H -1.922 -5.166 -37.340
H -1.261 -4.530 -38.573
H -0.803 -3.822 -37.014
H 1.032 -5.581 -35.627
H -0.151 -6.669 -36.202
H 1.470 -7.046 -36.728
C 2.595 -5.887 -43.097
O 2.759 -6.465 -42.032
N 1.323 -5.699 -43.547
C 1.014 -4.744 -44.584
C 0.125 -6.371 -42.953
H 3.396 -5.481 -43.733
H 0.299 -4.120 -44.047
H 0.432 -5.022 -45.462
H 1.782 -3.992 -44.765
H 0.255 -6.840 -41.978
H -0.723 -5.782 -42.603
H -0.035 -7.123 -43.726
C 6.078 -5.614 -36.854
O 5.613 -5.797 -37.980
N 5.373 -5.098 -35.852
C 5.917 -4.950 -34.510
C 4.019 -4.643 -36.076
H 7.126 -5.880 -36.646
H 6.371 -3.959 -34.507
H 6.742 -5.650 -34.376
H 5.102 -5.166 -33.820
H 3.308 -5.468 -36.034
H 3.645 -3.875 -35.399
H 3.942 -4.196 -37.067
C 1.570 -11.927 -39.141
O 1.444 -11.819 -40.520
P 1.426 -10.314 -41.184
O 2.513 -9.400 -40.876
O 1.206 -10.596 -42.787
C 1.584 -9.489 -43.705
O 0.005 -9.713 -40.696
C -0.240 -9.170 -39.408
H 0.640 -12.191 -38.636
H 2.017 -11.080 -38.620
H 2.284 -12.732 -38.969
H 0.722 -8.918 -44.050
H 1.831 -9.834 -44.710
H 2.378 -8.769 -43.509
H -1.116 -9.694 -39.027
H -0.349 -8.087 -39.463
H 0.591 -9.308 -38.717
C 7.288 -12.103 -37.776
O 7.282 -12.178 -39.261
P 5.964 -11.670 -40.034
O 5.537 -10.240 -39.908
O 6.191 -12.035 -41.647
C 5.079 -12.204 -42.544
O 4.991 -12.800 -39.395
C 5.237 -14.196 -39.549
H 6.277 -11.829 -37.475
H 7.964 -11.386 -37.311
H 7.595 -13.095 -37.443
H 4.226 -11.715 -42.075
H 4.874 -13.259 -42.724
H 5.133 -11.660 -43.486
H 4.869 -14.743 -38.682
H 6.304 -14.417 -39.594
H 4.657 -14.496 -40.422
*
```

Summary:
Kohn-Sham gap	2.396	eV

Atomic partial charges in e from the Mulliken method, atoms 1 to 5: number 1, Al, carries 1.55; number 2, C, carries -0.17; number 3, O, carries -0.42; number 4, N, carries 0.27; number 5, C, carries -0.93

=====

# 3
Here is a cluster of 3 separate species, C15H39BClN2O4S2 in total from the Open Molecules 2025 dataset. Energies are from wB97M-V/def2-TZVPD.

```
! wB97M-V def2-TZVPD RIJCOSX def2/J DEFGRID3
* xyz -1 1
C 5.142 -4.344 -2.386
C 5.266 -3.183 -3.375
S 5.454 -1.543 -2.629
C 3.702 -1.046 -2.489
B 2.699 -1.961 -1.566
C 1.455 -1.060 -0.994
C 0.596 -1.801 0.052
C -0.830 -2.091 -0.427
C -0.780 -3.012 -1.639
S -2.324 -3.202 -2.473
O -3.373 -3.500 -1.545
O -2.168 -3.981 -3.661
Cl -2.686 -1.270 -3.126
H 6.127 -4.717 -2.095
H 4.613 -4.018 -1.493
H 4.580 -5.173 -2.827
H 6.139 -3.322 -4.018
H 4.392 -3.142 -4.028
H 3.762 -0.017 -2.111
H 3.353 -0.968 -3.527
H 2.236 -2.896 -2.245
H 3.296 -2.444 -0.602
H 0.789 -0.733 -1.811
H 1.835 -0.125 -0.560
H 1.078 -2.749 0.317
H 0.518 -1.227 0.982
H -1.324 -1.152 -0.682
H -1.427 -2.564 0.355
H -0.051 -2.706 -2.391
H -0.549 -4.043 -1.351
C -2.358 0.717 4.630
C -1.280 0.550 3.564
C -1.806 0.621 2.127
O -2.498 -0.526 1.685
C -3.845 -0.658 2.077
N -0.521 -0.670 3.838
H -2.939 -0.200 4.743
H -1.900 0.932 5.595
H -3.046 1.527 4.380
H -0.580 1.389 3.663
H -0.958 0.713 1.444
H -2.431 1.516 1.989
H -4.337 0.320 2.143
H -3.951 -1.164 3.041
H -4.344 -1.255 1.314
H 0.288 -0.720 3.228
H -1.095 -1.469 3.580
C -0.898 5.883 -0.092
C -0.688 4.867 1.024
C 0.005 3.577 0.572
O -0.807 2.713 -0.193
C -0.868 2.975 -1.581
N -1.968 4.618 1.691
H -1.733 5.593 -0.731
H -1.135 6.859 0.332
H -0.008 5.979 -0.716
H -0.022 5.317 1.769
H 0.274 3.006 1.465
H 0.932 3.803 0.029
H 0.088 3.357 -1.952
H -1.655 3.692 -1.833
H -1.081 2.029 -2.076
H -1.817 4.054 2.522
H -2.540 4.046 1.076
*
```

Summary:
Kohn-Sham gap	6.729	eV
energy above the lowest of the compared OMol25 structures with the same formula, charge and spin	0.000	eV

Atomic partial charges in e from the natural (NBO) method, atoms 1 to 5: number 1, C, carries -0.63; number 2, C, carries -0.53; number 3, S, carries 0.13; number 4, C, carries -0.73; number 5, B, carries -0.14

=====

# 4
Here is a structure of composition C15H39BN2P2Sm from the Open Molecules 2025 dataset. Energies are from wB97M-V/def2-TZVPD.

```
! wB97M-V def2-TZVPD RIJCOSX def2/J DEFGRID3
* xyz 2 7
Sm -0.087 -0.017 0.168
H 0.604 -0.631 -3.471
H 1.326 0.682 -1.855
P -1.918 1.682 -0.855
P 1.605 -2.098 0.465
C 0.614 -3.603 0.734
H 1.254 -4.476 0.938
H -0.077 -3.407 1.563
H -0.004 -3.758 -0.159
C 2.723 -2.484 -0.906
H 3.399 -1.638 -1.081
H 3.304 -3.385 -0.668
H 2.132 -2.611 -1.820
C 2.628 -1.913 1.952
H 1.988 -1.716 2.822
H 3.236 -2.811 2.124
H 3.258 -1.024 1.837
C -2.390 1.469 -2.592
H -3.236 2.120 -2.857
H -1.519 1.654 -3.234
H -2.645 0.412 -2.722
C -3.440 1.432 0.127
H -3.234 1.578 1.197
H -4.238 2.114 -0.205
H -3.735 0.381 0.014
C -1.504 3.433 -0.628
H -0.607 3.659 -1.217
H -2.339 4.079 -0.931
H -1.231 3.611 0.419
H 1.789 2.010 -2.713
H 2.903 0.873 -2.310
H 2.475 -0.509 -4.221
H 1.083 0.895 -4.713
B 1.506 0.129 -3.879
N 1.946 1.017 -2.605
H -0.452 -0.971 -1.448
H -1.361 -0.925 1.192
C 0.102 -0.073 4.803
N -0.765 0.259 3.641
C -2.179 -0.103 3.916
C -0.646 1.718 3.229
C 0.763 2.068 2.754
C 1.563 2.914 3.543
C 2.864 3.247 3.122
C 3.369 2.731 1.910
C 2.554 1.872 1.134
C 1.272 1.555 1.561
H -0.217 0.559 5.641
H 1.148 0.127 4.554
H -0.039 -1.132 5.059
H -0.483 -0.315 2.814
H -2.542 0.533 4.735
H -2.760 0.062 3.000
H -2.227 -1.165 4.192
H -1.434 1.846 2.463
H -0.953 2.295 4.118
H 1.137 3.317 4.478
H 3.478 3.914 3.711
H 4.369 2.986 1.560
H 2.952 1.464 0.198
*
```

Summary:
Kohn-Sham gap (spin up / spin down)	8.538 / 5.355	eV
energy above the lowest of the compared OMol25 structures with the same formula, charge and spin	1.702	eV

Atomic partial charges in e from the Mulliken method, atoms 1 to 5: number 1, Sm, carries -0.37; number 2, H, carries -0.13; number 3, H, carries -0.37; number 4, P, carries 0.67; number 5, P, carries 0.78

=====

Please write out number 2 again, unchanged.
Here is a structure of composition C15H39AlN3O11P2 from the Open Molecules 2025 dataset. Energies are from wB97M-V/def2-TZVPD.

```
! wB97M-V def2-TZVPD RIJCOSX def2/J DEFGRID3
* xyz 3 1
Al 4.527 -7.479 -39.954
C 1.043 -5.543 -38.728
O 1.978 -6.331 -39.047
N 0.345 -5.482 -37.603
C -0.935 -4.757 -37.558
C 0.803 -6.221 -36.479
H 0.665 -4.787 -39.434
H -1.922 -5.166 -37.340
H -1.261 -4.530 -38.573
H -0.803 -3.822 -37.014
H 1.032 -5.581 -35.627
H -0.151 -6.669 -36.202
H 1.470 -7.046 -36.728
C 2.595 -5.887 -43.097
O 2.759 -6.465 -42.032
N 1.323 -5.699 -43.547
C 1.014 -4.744 -44.584
C 0.125 -6.371 -42.953
H 3.396 -5.481 -43.733
H 0.299 -4.120 -44.047
H 0.432 -5.022 -45.462
H 1.782 -3.992 -44.765
H 0.255 -6.840 -41.978
H -0.723 -5.782 -42.603
H -0.035 -7.123 -43.726
C 6.078 -5.614 -36.854
O 5.613 -5.797 -37.980
N 5.373 -5.098 -35.852
C 5.917 -4.950 -34.510
C 4.019 -4.643 -36.076
H 7.126 -5.880 -36.646
H 6.371 -3.959 -34.507
H 6.742 -5.650 -34.376
H 5.102 -5.166 -33.820
H 3.308 -5.468 -36.034
H 3.645 -3.875 -35.399
H 3.942 -4.196 -37.067
C 1.570 -11.927 -39.141
O 1.444 -11.819 -40.520
P 1.426 -10.314 -41.184
O 2.513 -9.400 -40.876
O 1.206 -10.596 -42.787
C 1.584 -9.489 -43.705
O 0.005 -9.713 -40.696
C -0.240 -9.170 -39.408
H 0.640 -12.191 -38.636
H 2.017 -11.080 -38.620
H 2.284 -12.732 -38.969
H 0.722 -8.918 -44.050
H 1.831 -9.834 -44.710
H 2.378 -8.769 -43.509
H -1.116 -9.694 -39.027
H -0.349 -8.087 -39.463
H 0.591 -9.308 -38.717
C 7.288 -12.103 -37.776
O 7.282 -12.178 -39.261
P 5.964 -11.670 -40.034
O 5.537 -10.240 -39.908
O 6.191 -12.035 -41.647
C 5.079 -12.204 -42.544
O 4.991 -12.800 -39.395
C 5.237 -14.196 -39.549
H 6.277 -11.829 -37.475
H 7.964 -11.386 -37.311
H 7.595 -13.095 -37.443
H 4.226 -11.715 -42.075
H 4.874 -13.259 -42.724
H 5.133 -11.660 -43.486
H 4.869 -14.743 -38.682
H 6.304 -14.417 -39.594
H 4.657 -14.496 -40.422
*
```

Summary:
Kohn-Sham gap	2.396	eV

Atomic partial charges in e from the Mulliken method, atoms 1 to 5: number 1, Al, carries 1.55; number 2, C, carries -0.17; number 3, O, carries -0.42; number 4, N, carries 0.27; number 5, C, carries -0.93

=====

Copy entry 4 word for word.
Here is a structure of composition C15H39BN2P2Sm from the Open Molecules 2025 dataset. Energies are from wB97M-V/def2-TZVPD.

```
! wB97M-V def2-TZVPD RIJCOSX def2/J DEFGRID3
* xyz 2 7
Sm -0.087 -0.017 0.168
H 0.604 -0.631 -3.471
H 1.326 0.682 -1.855
P -1.918 1.682 -0.855
P 1.605 -2.098 0.465
C 0.614 -3.603 0.734
H 1.254 -4.476 0.938
H -0.077 -3.407 1.563
H -0.004 -3.758 -0.159
C 2.723 -2.484 -0.906
H 3.399 -1.638 -1.081
H 3.304 -3.385 -0.668
H 2.132 -2.611 -1.820
C 2.628 -1.913 1.952
H 1.988 -1.716 2.822
H 3.236 -2.811 2.124
H 3.258 -1.024 1.837
C -2.390 1.469 -2.592
H -3.236 2.120 -2.857
H -1.519 1.654 -3.234
H -2.645 0.412 -2.722
C -3.440 1.432 0.127
H -3.234 1.578 1.197
H -4.238 2.114 -0.205
H -3.735 0.381 0.014
C -1.504 3.433 -0.628
H -0.607 3.659 -1.217
H -2.339 4.079 -0.931
H -1.231 3.611 0.419
H 1.789 2.010 -2.713
H 2.903 0.873 -2.310
H 2.475 -0.509 -4.221
H 1.083 0.895 -4.713
B 1.506 0.129 -3.879
N 1.946 1.017 -2.605
H -0.452 -0.971 -1.448
H -1.361 -0.925 1.192
C 0.102 -0.073 4.803
N -0.765 0.259 3.641
C -2.179 -0.103 3.916
C -0.646 1.718 3.229
C 0.763 2.068 2.754
C 1.563 2.914 3.543
C 2.864 3.247 3.122
C 3.369 2.731 1.910
C 2.554 1.872 1.134
C 1.272 1.555 1.561
H -0.217 0.559 5.641
H 1.148 0.127 4.554
H -0.039 -1.132 5.059
H -0.483 -0.315 2.814
H -2.542 0.533 4.735
H -2.760 0.062 3.000
H -2.227 -1.165 4.192
H -1.434 1.846 2.463
H -0.953 2.295 4.118
H 1.137 3.317 4.478
H 3.478 3.914 3.711
H 4.369 2.986 1.560
H 2.952 1.464 0.198
*
```

Summary:
Kohn-Sham gap (spin up / spin down)	8.538 / 5.355	eV
energy above the lowest of the compared OMol25 structures with the same formula, charge and spin	1.702	eV

Atomic partial charges in e from the Mulliken method, atoms 1 to 5: number 1, Sm, carries -0.37; number 2, H, carries -0.13; number 3, H, carries -0.37; number 4, P, carries 0.67; number 5, P, carries 0.78

=====

Question: What is the formula in the fourth record?
Answer: C15H39BN2P2Sm